Formula: C38H51F6IN4O11P3ReS3
Source: OMol25
Level of theory: wB97M-V/def2-TZVPD

Summary:
**Multiplicity**: 4
**Calculated total energy**: -5719.16944 Ha
**Net charge**: +1
**HOMO-LUMO gap (alpha / beta)**: 7.815 / 6.753 eV

```
118
C38H51F6IN4O11P3ReS3 wB97M-V/def2-TZVPD
Re -0.512 -0.170 0.234
C -0.899 3.023 1.908
P -0.699 1.266 2.322
C 0.601 1.305 3.572
C -2.300 0.937 3.108
C -2.597 1.316 4.411
C -3.877 1.137 4.911
C -4.874 0.597 4.110
C -4.585 0.217 2.810
C -3.294 0.377 2.310
P -2.898 -0.168 0.631
C -3.708 -1.772 0.449
C -3.779 0.926 -0.505
H -1.120 3.567 2.828
H -1.716 3.158 1.201
H 0.008 3.418 1.452
H 0.292 1.962 4.386
H 1.494 1.726 3.110
H 0.822 0.310 3.941
H -1.833 1.743 5.048
H -4.099 1.420 5.932
H -5.873 0.463 4.501
H -5.369 -0.211 2.198
H -3.324 -2.479 1.185
H -3.551 -2.161 -0.556
H -4.779 -1.633 0.599
H -4.810 1.036 -0.163
H -3.779 0.483 -1.503
H -3.293 1.899 -0.552
C 4.541 -5.375 4.080
C 3.261 -4.720 3.642
C 2.493 -3.996 4.556
C 1.325 -3.369 4.169
C 0.907 -3.465 2.841
C 1.649 -4.184 1.917
C 2.821 -4.804 2.327
S -0.594 -2.623 2.449
O -0.580 -1.399 3.210
O -1.708 -3.509 2.644
N -0.532 -2.170 0.867
C -0.915 -3.139 -0.104
C -1.099 -4.491 0.067
C -1.473 -5.312 -1.016
C -1.693 -4.804 -2.261
C -1.559 -3.414 -2.466
C -1.829 -2.776 -3.693
C -1.720 -1.417 -3.800
C -1.324 -0.672 -2.685
N -1.068 -1.247 -1.518
C -1.167 -2.605 -1.387
H 5.252 -4.630 4.440
H 5.007 -5.922 3.262
H 4.358 -6.073 4.898
H 2.822 -3.916 5.585
H 0.747 -2.796 4.882
H 1.369 -4.226 0.876
H 3.409 -5.348 1.598
H -0.974 -4.952 1.033
H -1.581 -6.373 -0.837
H -1.974 -5.440 -3.089
H -2.126 -3.376 -4.545
H -1.906 -0.903 -4.731
H -1.174 0.400 -2.750
F 0.633 0.023 -4.673
C 1.934 -0.025 -4.401
F 2.438 1.202 -4.452
F 2.539 -0.788 -5.301
S 2.271 -0.698 -2.712
O 1.435 0.037 -1.769
O 3.688 -0.509 -2.547
N 1.783 -2.183 -2.911
S 2.314 -3.243 -1.851
O 1.562 -4.452 -1.980
O 2.489 -2.664 -0.539
C 4.047 -3.692 -2.400
F 4.947 -3.048 -1.658
F 4.233 -3.387 -3.676
F 4.223 -4.999 -2.233
C -1.599 5.445 -2.806
C -2.602 4.420 -2.304
C -3.674 5.072 -1.449
C -3.209 3.627 -3.451
O -1.946 3.471 -1.387
P -0.537 2.789 -1.632
O -0.242 2.426 -3.024
O -0.673 1.574 -0.657
O 0.427 3.824 -0.945
C 1.860 4.125 -1.078
C 2.527 3.288 -2.153
C 1.934 5.604 -1.412
C 2.446 3.848 0.297
H -2.124 6.196 -3.398
H -0.846 4.977 -3.442
H -1.102 5.941 -1.973
H -4.172 5.864 -2.009
H -3.230 5.509 -0.555
H -4.427 4.341 -1.149
H -3.712 4.306 -4.141
H -3.949 2.917 -3.075
H -2.436 3.085 -3.993
H 2.147 3.532 -3.142
H 2.353 2.226 -1.996
H 3.602 3.477 -2.128
H 1.537 5.794 -2.409
H 2.972 5.939 -1.386
H 1.365 6.188 -0.687
H 2.276 2.810 0.592
H 1.995 4.502 1.047
H 3.522 4.030 0.291
N 3.427 0.487 0.082
C 2.776 -0.249 0.960
O 1.536 -0.167 1.139
C 3.588 -1.145 1.844
I 4.381 -0.039 3.489
H 2.895 0.964 -0.632
H 4.387 0.275 -0.140
H 4.425 -1.586 1.311
H 2.955 -1.911 2.264
```

---

Formula: C33H47F9N5O26P2
Source: OMol25
Level of theory: wB97M-V/def2-TZVPD

Summary:
**Calculated total energy**: -5096.80056 Ha
**Net charge**: +1
**HOMO-LUMO gap**: 7.171 eV

```
122
C33H47F9N5O26P2 wB97M-V/def2-TZVPD
C -1.118 -0.266 3.626
C 0.199 -1.128 3.318
O 0.358 -2.164 4.022
N 1.274 -0.796 2.347
C 1.865 0.387 3.066
C 3.145 0.189 4.046
O 1.402 1.547 3.024
N 0.915 -0.573 1.034
C -0.220 -1.440 0.495
C 0.010 -3.017 0.644
C -1.188 -3.915 -0.016
C -0.764 -4.673 -1.361
C -2.008 -5.646 -1.745
O -2.780 -6.158 -0.914
O -2.264 -5.899 -3.133
C -0.676 -0.955 -1.001
C -2.012 -0.031 -0.893
F -3.121 -0.794 -0.464
F -1.743 1.093 -0.079
F -2.259 0.477 -2.202
O 0.311 -0.084 -1.597
C 1.638 -0.724 -1.487
P 1.721 -2.422 -2.247
O 2.819 -3.526 -1.604
O 1.884 -2.346 -3.967
C 2.091 -0.470 0.031
C 3.379 -1.286 0.521
C 4.731 -1.179 -0.319
N 4.733 -1.182 -1.758
N 5.565 -0.003 0.151
N 5.574 -2.365 0.113
P 2.576 1.408 -0.055
O 3.552 1.777 -1.174
H -1.288 0.604 2.907
H -2.002 -0.987 3.476
H -1.095 0.053 4.717
H 3.701 -0.782 3.832
H 2.755 0.287 5.112
H 3.802 1.115 3.835
H 0.496 0.394 0.972
H -1.213 -1.246 1.063
H 1.053 -3.384 0.329
H -0.050 -3.330 1.757
H -2.089 -3.230 -0.253
H -1.585 -4.675 0.749
H -0.740 -3.896 -2.214
H 0.200 -5.274 -1.273
H -1.706 -5.244 -3.610
H -0.983 -1.807 -1.684
H 2.250 -0.074 -2.230
H 2.421 -4.424 -1.627
H 2.714 -2.840 -4.170
H 3.011 -2.374 0.668
H 3.724 -0.996 1.589
H 4.793 -2.064 -2.256
H 4.352 -0.391 -2.269
H 5.806 0.605 -0.640
H 5.090 0.509 0.902
H 4.982 -3.155 0.392
H 6.241 -2.083 0.839
H 3.236 1.838 1.165
H 1.331 2.148 -0.097
C 2.132 3.924 -3.473
C 3.524 3.831 -4.008
O 3.671 5.036 -4.732
C 2.860 5.935 -4.110
O 2.921 7.119 -4.269
O 1.972 5.322 -3.277
F 3.646 2.792 -4.869
H 1.381 3.571 -4.185
H 2.009 3.380 -2.535
H 4.299 3.767 -3.238
C -5.749 -7.518 -1.199
C -5.139 -8.873 -1.037
O -6.259 -9.737 -1.058
C -7.191 -9.102 -1.832
O -8.157 -9.636 -2.299
O -6.882 -7.788 -2.014
F -4.527 -8.991 0.166
H -6.080 -7.088 -0.249
H -5.074 -6.814 -1.686
H -4.444 -9.152 -1.834
C 2.192 10.518 -4.051
C 3.404 11.357 -4.301
O 3.014 12.633 -3.832
C 2.105 12.395 -2.845
O 1.758 13.210 -2.039
O 1.645 11.115 -2.882
F 3.669 11.447 -5.625
H 1.462 10.578 -4.864
H 2.439 9.470 -3.879
H 4.298 11.026 -3.766
C -8.205 -12.096 -0.327
C -9.156 -11.796 0.787
O -9.648 -13.072 1.143
C -8.644 -13.945 0.846
O -8.588 -15.068 1.253
O -7.708 -13.378 0.034
F -10.192 -11.040 0.353
H -8.700 -12.159 -1.299
H -7.399 -11.367 -0.393
H -8.693 -11.324 1.659
C -3.017 0.613 8.051
C -4.296 -0.159 8.125
O -4.705 -0.235 6.773
C -3.559 -0.206 6.044
O -3.487 -0.518 4.889
O -2.497 0.215 6.788
F -5.234 0.522 8.822
H -3.177 1.695 8.054
H -2.329 0.358 8.858
H -4.190 -1.167 8.534
C 5.497 13.589 -0.786
C 4.220 13.579 -0.009
O 4.413 14.602 0.947
C 5.258 15.493 0.357
O 5.438 16.608 0.747
O 5.869 14.958 -0.740
F 4.058 12.401 0.647
H 6.280 12.984 -0.319
H 5.362 13.253 -1.815
H 3.329 13.796 -0.605
```

---

Formula: C35H52O2P4Tb
Source: OMol25
Level of theory: wB97M-V/def2-TZVPD

Summary:
**Multiplicity**: 7
**Calculated total energy**: -3704.28962 Ha
**Net charge**: +3
**HOMO-LUMO gap (alpha / beta)**: 4.370 / 5.777 eV

```
94
C35H52O2P4Tb wB97M-V/def2-TZVPD
Tb -0.551 -0.756 0.281
P -0.908 1.480 -2.996
P -3.269 0.251 0.345
P 1.548 -1.628 -1.671
H -4.276 -5.600 0.567
C -3.281 -5.928 0.894
C -2.590 -5.420 1.916
H -3.000 -4.775 2.702
C -1.604 1.415 -4.672
C -1.760 2.690 -2.003
C 0.868 1.637 -3.104
C -3.973 -1.087 1.408
C -3.856 1.772 1.178
C -4.453 0.236 -1.047
C 2.025 -3.299 -1.089
C 3.243 -0.947 -1.910
C 1.087 -2.105 -3.389
H -2.885 -6.801 0.365
H -1.563 -5.801 2.075
H -1.607 2.383 -5.215
H -2.641 1.047 -4.597
H -1.049 0.674 -5.267
H -2.034 3.547 -2.639
H -1.143 3.065 -1.176
H -2.682 2.267 -1.573
H 1.148 2.082 -4.070
H 1.393 0.671 -3.018
H 1.268 2.288 -2.314
H -4.962 -0.803 1.799
H -3.302 -1.279 2.260
H -4.056 -2.023 0.834
H -4.937 1.869 0.989
H -3.329 2.643 0.758
H -3.662 1.689 2.255
H -5.307 0.896 -0.820
H -4.834 -0.778 -1.224
H -3.991 0.598 -1.975
H 2.950 -3.594 -1.608
H 1.231 -4.032 -1.296
H 2.215 -3.272 -0.009
H 3.897 -1.741 -2.304
H 3.641 -0.627 -0.938
H 3.263 -0.094 -2.600
H 1.900 -2.669 -3.868
H 0.861 -1.235 -4.016
H 0.197 -2.747 -3.379
C -1.513 -3.773 -0.472
C -2.255 -4.010 -1.652
C -1.963 -5.129 -2.411
C -1.007 -6.047 -1.982
C -0.575 -5.961 -0.654
C -0.588 -4.731 0.014
O -1.636 -2.575 0.101
H -1.324 0.163 -2.623
H -2.992 -3.257 -1.960
H -2.506 -5.277 -3.341
H -0.632 -6.830 -2.655
H -0.325 -6.874 -0.078
H 0.013 -4.540 0.921
O 0.702 0.629 1.429
P 1.539 1.870 1.859
C 3.269 1.395 1.783
C 4.288 2.348 1.579
C 5.609 1.937 1.348
C 5.925 0.574 1.327
C 4.928 -0.374 1.581
C 3.620 0.031 1.854
C 1.229 3.245 0.757
C 2.091 3.466 -0.331
C 1.882 4.545 -1.189
C 0.786 5.386 -1.015
C -0.072 5.176 0.064
C 0.136 4.115 0.947
C 1.057 2.346 3.507
C 1.753 3.347 4.208
C 1.307 3.721 5.479
C 0.176 3.122 6.039
C -0.494 2.112 5.343
C -0.060 1.723 4.077
H 4.070 3.418 1.553
H 6.387 2.675 1.153
H 6.946 0.248 1.118
H 5.169 -1.442 1.560
H 2.867 -0.717 2.104
H 2.918 2.784 -0.522
H 2.577 4.713 -2.012
H 0.599 6.183 -1.729
H -0.922 5.848 0.205
H -0.566 3.955 1.765
H 2.634 3.819 3.769
H 1.847 4.490 6.028
H -0.191 3.442 7.018
H -1.360 1.619 5.772
H -0.578 0.937 3.524
```

---

Formula: C4H8Br2NOP
Source: OMol25
Level of theory: wB97M-V/def2-TZVPD

Summary:
**Calculated total energy**: -5776.49243 Ha
**Net charge**: 0
**HOMO-LUMO gap (alpha / beta)**: 7.147 / 7.195 eV

```
17
C4H8Br2NOP wB97M-V/def2-TZVPD
C 2.011 0.136 -0.326
C 1.015 0.958 -0.234
C 0.526 2.241 -0.608
C -0.860 -1.741 -0.775
N -1.172 -0.474 -0.218
O -2.540 -1.541 1.880
P -1.505 -0.646 1.382
Br 0.351 -1.348 2.466
Br -1.752 1.364 1.937
H 1.988 -0.933 -0.101
H 2.947 0.548 -0.506
H -0.275 2.213 -1.320
H 1.295 2.758 -1.036
H 0.073 2.701 0.146
H 0.192 -1.852 -0.707
H -1.188 -2.710 -0.126
H -1.106 -1.675 -1.853
```